11
Properties=species:S:1:pos:R:3:lowdin_charge:R:1 method="wB97M-V/def2-TZVPD" homo_ev=-9.70 de_lowest_kcal_mol=53.13 smiles="O=c1[nH][nH]c(=O)n1O" orbital_gap_ev=9.98
O 0.71 -2.13 -0.53 0.05
C 0.32 -0.96 -0.32 -0.50
N 0.33 -0.19 -1.50 0.08
N 0.08 1.08 -0.94 0.04
C -0.49 0.93 0.36 -0.52
O -0.91 1.81 1.01 0.14
N -0.41 -0.37 0.64 -0.01
O -0.28 -0.73 1.97 0.08
H 1.58 -0.32 -1.46 0.26
H 0.31 1.95 -1.46 0.17
H -1.24 -1.06 2.24 0.20

=====

16
Properties=species:S:1:pos:R:3:lowdin_charge:R:1 method="wB97M-V/def2-TZVPD" homo_ev="1.56 / -6.75" de_lowest_kcal_mol=27.25 s2=0.7502 multiplicity=2 orbital_gap_ev="2.65 / 11.12" total_charge=-1
C 1.85 0.62 -0.82 -0.45
C 1.56 1.81 0.02 -0.36
H 2.90 0.68 -1.22 0.03
H 1.53 -0.30 -0.35 0.00
H 1.39 0.62 -1.90 0.03
H 2.27 2.72 -0.09 0.05
H 1.58 1.63 1.04 0.00
H 0.68 2.50 -0.27 0.06
C -1.21 -0.72 0.55 -0.30
C -2.19 -1.79 0.29 -0.29
H -1.16 -0.59 1.62 0.05
H -0.23 -0.86 0.18 0.01
H -1.51 0.22 0.14 0.04
H -1.81 -2.74 0.56 0.03
H -2.54 -1.80 -0.80 0.07
H -3.08 -1.60 0.83 0.03

=====

20
Properties=species:S:1:pos:R:3:lowdin_charge:R:1 method="wB97M-V/def2-TZVPD" homo_ev=-12.26 de_lowest_kcal_mol=22.13 orbital_gap_ev=8.64 total_charge=+1
C 0.21 -2.58 0.28 0.02
N 0.44 -1.92 -1.13 0.16
H -0.85 -2.59 0.52 0.10
H 0.66 -3.57 0.26 0.09
H 0.78 -1.92 1.03 0.12
H 0.22 -0.93 -1.07 0.07
H -0.13 -2.39 -1.82 0.16
H 1.42 -2.01 -1.42 0.18
C -1.03 0.67 1.50 -0.10
C -0.30 0.85 0.17 -0.39
C -0.04 2.29 -0.27 -0.54
S 1.07 2.33 -1.77 0.64
H -1.13 -0.41 1.81 0.07
H -2.06 1.07 1.50 0.10
H -0.45 1.21 2.23 0.08
H 0.70 0.30 0.31 0.10
H -0.87 0.33 -0.61 0.09
H 0.51 2.88 0.56 0.11
H -0.92 2.86 -0.51 0.06
H 1.75 3.52 -1.58 -0.11

=====

42
Properties=species:S:1:pos:R:3:lowdin_charge:R:1 method="wB97M-V/def2-TZVPD" homo_ev="-3.75 / -5.78" de_lowest_kcal_mol=0.00 s2=6.0193 multiplicity=5 orbital_gap_ev="6.17 / 6.54" total_charge=-1
Ir 0.83 -0.17 1.05 0.95
O 1.05 1.33 7.60 -0.05
C 1.03 1.14 6.42 -1.01
S -0.42 1.35 5.42 0.97
C 0.33 0.95 3.91 -1.18
C 1.66 0.64 3.91 -1.17
S 2.66 0.20 2.62 0.54
S 2.42 0.57 5.49 0.97
S -0.69 0.91 2.57 0.62
N 2.31 -1.68 -0.08 -0.09
C 1.92 -2.29 -1.35 -0.25
C 0.42 -2.57 -1.33 -0.12
C -0.38 -1.34 -1.63 -0.61
O -0.87 -1.14 -2.72 0.02
O -0.52 -0.50 -0.61 -0.25
H 3.26 -1.30 -0.09 0.08
H 2.29 -2.38 0.66 0.08
H 2.47 -3.23 -1.56 0.11
H 2.14 -1.60 -2.16 0.12
H 0.20 -2.91 -0.32 0.10
H 0.16 -3.33 -2.08 0.12
N 1.34 1.91 -0.50 0.11
C 0.46 2.05 -1.25 -0.30
N -0.57 2.18 -2.04 -0.09
C -1.90 2.08 -1.43 -0.10
C -2.82 1.32 -2.36 -0.17
O -2.80 1.94 -3.63 -0.12
C -1.53 1.87 -4.21 -0.19
C -0.48 2.65 -3.40 -0.11
H -2.29 3.07 -1.22 0.12
H -1.74 1.55 -0.51 0.10
H -3.83 1.41 -2.01 0.12
H -2.56 0.27 -2.40 0.10
H -1.61 2.32 -5.20 0.12
H -1.19 0.83 -4.30 0.12
H -0.66 3.72 -3.41 0.12
H 0.54 2.50 -3.74 0.13
F 0.39 -4.13 3.41 0.13
B -0.14 -2.88 3.19 -1.29
F 0.36 -2.41 1.92 -0.02
F 0.29 -1.99 4.17 0.11
F -1.53 -2.90 3.21 0.13

=====

16
Properties=species:S:1:pos:R:3:lowdin_charge:R:1 method="wB97M-V/def2-TZVPD" homo_ev=-8.35 de_lowest_kcal_mol=64.25 smiles="C[C@@H]1CN=CNN1" orbital_gap_ev=9.35
C -1.53 -0.17 -0.82 -0.06
C -0.72 0.25 0.48 -0.37
C 0.15 1.37 0.43 -0.24
N 1.47 1.10 -0.18 0.03
C 1.85 -0.09 -0.45 -0.23
N 1.15 -1.15 -0.01 -0.07
N 0.08 -1.05 0.84 -0.06
H -2.31 -0.91 -0.40 0.09
H -0.89 -0.67 -1.67 0.10
H -2.03 0.69 -1.30 0.06
H -1.36 0.38 1.34 0.12
H -0.35 2.17 -0.10 0.11
H 0.53 1.65 1.48 0.14
H 2.73 -0.25 -1.03 0.11
H 0.98 -2.00 -0.48 0.11
H 0.26 -1.29 1.88 0.16

=====

20
Properties=species:S:1:pos:R:3:lowdin_charge:R:1 method="wB97M-V/def2-TZVPD" homo_ev="-2.01 / -1.10" de_lowest_kcal_mol=60.95 s2=0.7677 multiplicity=2 orbital_gap_ev="6.24 / 4.84" total_charge=-1
C -2.56 0.07 -1.03 -0.32
N -1.91 -0.79 -0.08 -0.14
C 0.29 0.13 -0.81 -0.16
C 1.90 0.50 -0.34 -0.30
C 1.85 1.13 0.98 -0.08
C -0.65 -0.30 0.33 -0.59
C 0.02 -1.34 1.26 -0.10
H -2.02 0.20 -1.99 0.04
H -2.82 1.09 -0.65 0.05
H -3.54 -0.35 -1.30 0.03
H 0.30 -0.60 -1.63 0.09
H 0.06 1.11 -1.23 0.07
H 2.42 0.85 -1.24 0.08
H 2.25 -0.54 -0.37 0.07
H 2.44 0.57 1.70 0.02
H 1.98 2.21 0.95 0.02
H -0.73 0.60 0.99 0.12
H 1.03 -0.95 1.27 0.01
H -0.05 -2.35 0.88 0.06
H -0.28 -1.23 2.31 0.06

=====

20
Properties=species:S:1:pos:R:3:lowdin_charge:R:1 method="wB97M-V/def2-TZVPD" homo_ev=-12.59 de_lowest_kcal_mol=63.46 orbital_gap_ev=9.15 total_charge=+1
C 0.87 -0.31 1.66 -0.13
C 1.36 -0.14 2.91 0.10
N -0.58 -0.34 1.46 0.17
H 1.44 -0.31 0.75 0.08
H 2.41 -0.06 3.16 0.08
H 0.65 0.05 3.74 0.09
H -1.11 -0.16 2.33 0.18
H -0.81 0.36 0.73 0.09
H -0.93 -1.25 1.17 0.17
C 0.95 -0.19 -1.75 -0.05
C -0.50 0.34 -1.65 -0.46
C -0.80 1.48 -0.99 -0.03
N -1.47 -0.48 -2.27 0.10
H 1.23 -0.43 -2.77 0.09
H 0.96 -1.18 -1.20 0.09
H 1.70 0.45 -1.33 0.07
H -1.85 1.83 -0.86 0.08
H -0.01 2.24 -0.91 0.08
H -1.12 -1.43 -2.38 0.09
H -2.38 -0.47 -1.81 0.10

=====

27
Properties=species:S:1:pos:R:3:lowdin_charge:R:1 method="wB97M-V/def2-TZVPD" homo_ev="-16.09 / -16.61" de_lowest_kcal_mol=0.00 s2=15.7593 multiplicity=8 orbital_gap_ev="8.11 / 8.67" total_charge=+2
Eu 1.45 -0.13 -0.43 1.34
C 0.57 -2.60 -1.03 -0.06
O 0.04 -3.61 -1.19 0.18
C 2.99 -2.06 -1.52 -0.11
O 3.48 -2.99 -2.00 0.16
C 2.33 -1.76 1.42 -0.02
O 2.57 -2.48 2.28 0.16
C 1.36 -0.14 -3.07 -0.01
O 1.04 -0.07 -4.16 0.17
C 2.98 2.06 0.31 -0.12
H 2.33 2.76 -0.24 0.08
H 2.86 2.07 1.41 0.08
C 3.86 1.24 -0.32 -0.14
H 4.54 0.57 0.24 0.08
H 4.03 1.27 -1.41 0.08
C -3.36 1.23 -0.32 0.01
N -2.89 0.43 0.81 -0.15
C -3.81 0.11 1.89 0.00
C -1.63 0.03 0.89 -0.27
O -0.79 0.25 -0.03 -0.25
H -4.40 1.47 -0.12 0.10
H -3.29 0.67 -1.27 0.11
H -2.78 2.15 -0.44 0.11
H -3.94 -0.98 1.98 0.11
H -3.43 0.47 2.85 0.11
H -4.77 0.58 1.67 0.10
H -1.34 -0.53 1.79 0.16

=====

8
Properties=species:S:1:pos:R:3:lowdin_charge:R:1 method="wB97M-V/def2-TZVPD" homo_ev="-9.00 / -9.00" de_lowest_kcal_mol=81.83 smiles="O=C(Cl)C1=NC1" orbital_gap_ev="8.14 / 8.14"
O 0.20 1.19 -1.90 0.06
C 0.76 0.68 -0.98 -0.89
Cl 2.41 0.18 -1.05 0.74
C 0.29 0.49 0.33 -0.15
N -0.20 0.36 1.48 0.03
C -1.02 -0.72 0.90 0.04
H -2.02 -0.52 0.51 0.08
H -0.42 -1.66 0.70 0.09

=====

49
Properties=species:S:1:pos:R:3:lowdin_charge:R:1 method="wB97M-V/def2-TZVPD" homo_ev=-12.11 de_lowest_kcal_mol=0.00 smiles="CC[C@@H](C)[C@@H](NC(C)=O)C(=O)N[C@H](Cc1c[nH]c[nH+]1)C(=O)NC" orbital_gap_ev=9.45 total_charge=+1
C 5.55 1.44 0.99 -0.11
C 4.33 1.44 0.10 -0.22
C 3.16 0.48 0.50 -0.29
C 2.85 0.64 2.02 -0.04
C 1.87 0.69 -0.33 -0.18
N 2.15 0.53 -1.76 0.12
C 1.32 0.96 -2.72 -0.51
C 1.80 0.77 -4.15 0.02
O 0.21 1.40 -2.45 0.03
C 0.73 -0.28 0.07 -0.42
O 0.95 -1.46 0.38 0.05
N -0.49 0.22 0.03 0.14
C -1.78 -0.53 0.25 -0.14
C -2.88 0.36 -0.39 -0.05
C -4.19 -0.30 -0.71 -0.20
C -4.74 -0.36 -1.96 0.02
N -5.94 -1.08 -1.84 0.11
C -6.10 -1.40 -0.55 -0.03
N -5.05 -0.92 0.16 0.17
C -2.13 -0.99 1.68 -0.41
O -3.25 -0.74 2.19 0.01
N -1.16 -1.63 2.32 0.06
C -1.14 -2.04 3.73 -0.02
H 5.34 1.85 1.97 0.07
H 5.94 0.43 1.11 0.09
H 6.28 2.10 0.56 0.07
H 4.71 1.19 -0.87 0.09
H 3.94 2.46 0.04 0.12
H 3.44 -0.53 0.27 0.13
H 3.74 0.57 2.63 0.06
H 2.17 -0.14 2.37 0.07
H 2.38 1.63 2.22 0.10
H 1.53 1.73 -0.21 0.16
H 3.06 0.21 -2.01 0.13
H 2.32 1.66 -4.43 0.08
H 0.95 0.50 -4.76 0.08
H 2.47 -0.09 -4.19 0.08
H -0.60 1.06 -0.51 0.11
H -1.76 -1.45 -0.33 0.16
H -2.46 0.76 -1.32 0.13
H -3.05 1.20 0.24 0.13
H -4.33 0.09 -2.87 0.15
H -6.59 -1.30 -2.60 0.19
H -6.98 -1.90 -0.13 0.16
H -4.87 -0.99 1.19 0.17
H -0.35 -1.82 1.77 0.09
H -0.30 -1.51 4.23 0.10
H -0.99 -3.10 3.83 0.08
H -2.08 -1.81 4.24 0.09

=====

19
Properties=species:S:1:pos:R:3:lowdin_charge:R:1 method="wB97M-V/def2-TZVPD" homo_ev="-5.98 / -10.37" de_lowest_kcal_mol=105.66 s2=2.0150 multiplicity=3 orbital_gap_ev="5.79 / 7.67"
C -1.16 1.10 0.36 -0.05
C -1.80 -0.02 0.06 -0.08
C 1.06 0.25 0.08 0.15
C 0.28 1.27 0.19 -0.37
C -1.22 -1.25 -0.59 -0.09
C 0.10 -1.55 0.11 -0.20
C 0.95 2.59 0.38 -0.06
N 1.04 -2.49 -0.53 -0.37
O 0.89 -2.59 -1.72 0.08
O 1.89 -3.12 0.08 0.10
F -0.03 -1.86 1.46 0.05
H -1.80 1.96 0.60 0.13
H -2.75 -0.25 0.38 0.08
H 2.14 0.27 0.04 0.10
H -1.86 -2.07 -0.54 0.11
H -1.07 -0.95 -1.60 0.12
H 1.22 2.53 1.45 0.10
H 0.23 3.37 0.00 0.10
H 1.87 2.81 -0.21 0.09

=====

17
Properties=species:S:1:pos:R:3:lowdin_charge:R:1 method="wB97M-V/def2-TZVPD" homo_ev="-18.35 / -19.06" s2=0.7578 multiplicity=2 orbital_gap_ev="8.36 / 8.25" total_charge=+2
H -3.97 -1.32 0.60 0.19
O -3.12 -1.01 0.94 0.22
C -2.43 -0.32 0.09 -0.11
C -1.08 0.13 0.46 -0.12
C -0.73 -1.08 -0.31 0.12
H -2.89 -0.06 -0.87 0.19
H -0.89 0.07 1.53 0.16
H -0.81 1.07 -0.02 0.14
H -0.59 -1.04 -1.39 0.12
H -0.63 -2.04 0.21 0.12
C 2.49 -0.60 -0.02 0.20
O 2.56 0.47 -0.67 0.04
C 2.30 1.71 0.11 0.05
O 2.44 2.60 -0.76 0.20
H 2.70 -1.52 -0.57 0.16
H 2.36 -0.56 1.07 0.15
H 2.27 3.49 -0.40 0.18

=====

112
Properties=species:S:1:pos:R:3:lowdin_charge:R:1 method="wB97M-V/def2-TZVPD" homo_ev=-8.79 smiles="CCC[C@H](C)c1cc2c(cc1P(O)Cl)C(=O)c1c(cc(CCCCN(C)C(C)=O)c(CP(=O)(O)O)c1[C@@H](C)F)C2=O.COP(=O)(OC)OC.COP(=O)(OC)OC" orbital_gap_ev=5.72
C 6.60 -1.59 0.30 -0.14
C 5.12 -2.29 0.38 -0.27
C 3.93 -1.46 -0.42 -0.17
C 2.54 -1.76 0.44 -0.34
C 2.12 -3.36 0.41 -0.11
C 1.31 -0.73 0.09 -0.08
C -0.12 -1.33 -0.55 0.05
C -1.42 -0.38 -0.88 -0.01
C -1.28 1.26 -0.55 -0.01
C 0.08 1.93 0.05 -0.01
C 1.34 0.90 0.36 -0.29
P 2.93 1.75 1.10 0.58
O 3.18 0.92 2.63 -0.41
Cl 2.59 3.82 1.44 0.13
C -2.66 2.12 -0.95 -0.21
O -2.46 3.20 -1.70 0.00
C -4.06 1.43 -0.48 0.03
C -4.19 -0.21 -0.79 -0.01
C -5.51 -1.11 -0.43 0.05
C -6.78 -0.33 0.31 -0.07
C -8.07 -1.28 0.69 -0.20
C -9.38 -1.08 -0.28 -0.19
C -10.40 -2.36 0.07 -0.20
C -11.93 -2.12 -0.46 -0.20
N -12.94 -3.12 0.07 -0.16
C -12.30 -4.43 0.50 -0.13
C -14.04 -3.37 -0.95 -0.30
C -15.01 -2.07 -1.31 -0.04
O -14.25 -4.53 -1.59 -0.06
C -6.68 1.30 0.65 -0.07
C -7.99 1.98 1.38 -0.19
P -8.98 3.05 0.09 0.74
O -8.99 4.60 0.47 -0.40
O -8.47 2.75 -1.56 -0.22
O -10.68 2.55 0.19 -0.27
C -5.30 2.17 0.27 0.01
C -5.29 3.73 0.69 -0.26
C -5.24 3.89 2.36 -0.06
F -4.26 4.61 0.16 -0.07
C -2.87 -0.96 -1.48 -0.20
O -2.96 -1.90 -2.42 -0.03
H 7.08 -1.92 -0.74 0.09
H 6.61 -0.43 0.43 0.07
H 7.25 -2.11 1.16 0.08
H 5.18 -3.37 -0.10 0.11
H 4.83 -2.47 1.52 0.11
H 3.89 -1.94 -1.51 0.13
H 4.21 -0.32 -0.47 0.08
H 2.84 -1.54 1.58 0.12
H 2.99 -4.09 0.72 0.08
H 1.22 -3.60 1.15 0.10
H 1.79 -3.61 -0.70 0.09
H -0.24 -2.48 -0.78 0.10
H 0.12 3.09 0.22 0.08
H 2.26 0.58 2.88 0.06
H -5.56 -2.27 -0.64 0.11
H -7.70 -2.41 0.70 0.13
H -8.37 -1.01 1.80 0.12
H -9.90 -0.06 0.01 0.09
H -9.10 -1.08 -1.42 0.13
H -9.87 -3.31 -0.38 0.12
H -10.46 -2.45 1.26 0.13
H -12.30 -1.05 -0.08 0.14
H -11.88 -2.06 -1.63 0.14
H -11.71 -4.36 1.51 0.10
H -11.58 -4.88 -0.34 0.11
H -13.13 -5.27 0.67 0.11
H -15.94 -2.47 -1.91 0.09
H -14.38 -1.31 -1.96 0.09
H -15.37 -1.60 -0.29 0.09
H -8.78 1.19 1.78 0.10
H -7.75 2.68 2.28 0.10
H -9.04 2.00 -1.93 0.09
H -11.22 3.32 -0.18 0.10
H -6.35 4.20 0.39 0.14
H -5.39 2.81 2.83 0.09
H -4.27 4.43 2.73 0.09
H -6.20 4.50 2.70 0.09
C 7.79 0.84 3.24 -0.14
O 8.66 0.78 2.13 -0.34
P 10.23 0.06 2.28 0.81
O 10.08 -0.03 3.80 -0.29
O 10.96 1.50 1.88 -0.26
C 10.23 2.66 1.54 -0.11
O 11.80 -0.65 2.43 -0.33
C 12.75 -0.05 3.30 -0.15
H 6.84 1.27 2.91 0.09
H 7.60 -0.16 3.64 0.09
H 8.20 1.49 4.01 0.09
H 9.64 3.02 2.39 0.09
H 9.60 2.47 0.66 0.09
H 10.95 3.44 1.27 0.09
H 12.39 -0.02 4.33 0.08
H 13.01 0.96 2.96 0.08
H 13.66 -0.66 3.28 0.09
C 9.71 2.88 -3.89 -0.14
O 9.89 1.60 -4.47 -0.33
P 9.96 0.19 -3.46 0.82
O 10.02 1.05 -2.20 -0.29
O 11.50 -0.14 -3.98 -0.26
C 12.17 0.64 -4.95 -0.11
O 10.03 -1.22 -2.46 -0.33
C 11.09 -1.35 -1.53 -0.14
H 9.63 3.61 -4.70 0.09
H 8.79 2.91 -3.30 0.09
H 10.58 3.15 -3.28 0.09
H 12.35 1.65 -4.58 0.09
H 11.61 0.64 -5.89 0.09
H 13.15 0.18 -5.14 0.10
H 11.10 -0.53 -0.81 0.06
H 12.06 -1.41 -2.05 0.08
H 10.95 -2.28 -0.98 0.09

=====

13
Properties=species:S:1:pos:R:3:lowdin_charge:R:1 method="wB97M-V/def2-TZVPD" homo_ev=-10.30 de_lowest_kcal_mol=25.88 smiles=CC(O)(O)C(Br)Br orbital_gap_ev=10.57
C 0.07 -0.20 -1.50 -0.02
C -0.21 0.22 0.03 -0.77
O 0.00 1.58 0.10 -0.06
O -1.59 -0.07 0.35 -0.07
C 0.56 -0.39 1.22 -0.95
Br 2.53 -0.42 0.67 0.60
Br 0.19 0.53 2.87 0.76
H -0.70 0.24 -2.14 0.08
H 0.18 -1.24 -1.80 0.07
H 1.07 0.27 -1.83 0.09
H -0.57 1.90 0.85 0.08
H -1.73 -1.04 -0.02 0.16
H 0.21 -1.38 1.21 0.03